8
Properties=species:S:1:pos:R:3:forces:R:3:lowdin_charge:R:1 method="wB97M-V/def2-TZVPD" homo_lumo_gap_ev="6.67 / 6.66" homo_energy_ha="-0.298 / -0.298" multiplicity=1 lumo_energy_ev="-1.4 / -1.4" e_tot_ev=-21189.414
C -0.00625 0.48937 0.46600 3.53 1.98 1.89 -0.1799
C -0.81872 -0.59457 -0.19798 -2.09 0.50 0.14 -0.8568
N 1.99276 0.77537 -0.79578 0.81 0.14 1.56 0.1080
O 0.09361 1.02054 1.54783 -1.23 -1.93 -3.18 0.0767
O 2.91391 0.98270 -0.12806 -2.56 -0.42 -1.02 0.0406
F -0.32520 -1.76994 0.11542 0.23 -0.56 0.53 0.0827
F -0.82177 -0.52698 -1.53618 0.02 0.54 0.54 0.0390
I -3.02834 -0.37648 0.52874 1.29 -0.24 -0.47 0.6898